Density functional theory data (wB97M-V/def2-TZVPD) for C54H34BeF4N4O2S2Te as an isolated structure at a distorted geometry.

Last column: Löwdin charge in e.
Element x y z (Å)
Be (-0.44, -1.88, 1.16)  -0.10
C (-7.59, 0.17, -2.56)  -0.03
C (-6.31, 0.01, -1.80)  -0.24
C (-5.10, -0.22, -2.46)  -0.01
C (-3.90, -0.31, -1.77)  -0.04
C (-3.92, -0.18, -0.38)  -0.38
C (-5.12, 0.00, 0.31)  -0.07
C (-6.30, 0.09, -0.41)  -0.01
S (-2.49, 0.00, 0.61)  1.15
O (-1.59, -1.22, 0.28)  -0.47
C (-1.71, 1.49, -0.03)  -0.29
C (-2.10, 2.57, 0.80)  -0.08
C (-1.62, 3.82, 0.56)  0.00
C (-0.70, 4.05, -0.49)  -0.15
C (-0.14, 5.33, -0.69)  -0.01
C (0.77, 5.54, -1.68)  -0.04
C (1.16, 4.47, -2.52)  -0.04
C (0.63, 3.22, -2.35)  -0.02
C (-0.33, 2.97, -1.33)  -0.11
C (-0.87, 1.66, -1.11)  -0.13
C (-0.43, 0.58, -2.05)  -0.14
C (-0.92, 0.58, -3.39)  -0.13
C (-1.88, 1.52, -3.84)  -0.02
C (-2.30, 1.52, -5.14)  -0.04
C (-1.80, 0.57, -6.05)  -0.04
C (-0.89, -0.36, -5.65)  -0.01
C (-0.43, -0.39, -4.31)  -0.14
C (0.52, -1.35, -3.88)  0.01
C (0.99, -1.35, -2.61)  -0.03
C (0.52, -0.36, -1.72)  -0.30
S (1.19, -0.30, -0.08)  1.15
O (0.99, -1.75, 0.46)  -0.46
C (2.92, -0.13, -0.31)  -0.37
C (3.37, 1.18, -0.46)  -0.07
C (4.73, 1.40, -0.64)  -0.02
C (5.63, 0.34, -0.66)  -0.24
C (7.10, 0.57, -0.90)  -0.02
C (5.15, -0.96, -0.48)  0.00
C (3.80, -1.21, -0.30)  -0.04
H (-7.41, 0.26, -3.63)  0.08
H (-8.12, 1.06, -2.23)  0.09
H (-8.25, -0.68, -2.40)  0.10
H (-5.09, -0.32, -3.54)  0.12
H (-2.98, -0.49, -2.29)  0.11
H (-5.12, 0.08, 1.39)  0.11
H (-7.24, 0.23, 0.12)  0.13
H (-2.77, 2.39, 1.63)  0.11
H (-1.93, 4.65, 1.19)  0.13
H (-0.44, 6.14, -0.04)  0.12
H (1.20, 6.52, -1.84)  0.12
H (1.90, 4.64, -3.30)  0.12
H (0.95, 2.42, -3.00)  0.12
H (-2.27, 2.26, -3.14)  0.13
H (-3.03, 2.25, -5.47)  0.12
H (-2.14, 0.58, -7.08)  0.12
H (-0.51, -1.10, -6.35)  0.12
H (0.87, -2.09, -4.59)  0.13
H (1.71, -2.08, -2.27)  0.12
H (2.67, 2.01, -0.45)  0.11
H (5.09, 2.41, -0.78)  0.12
H (7.37, 1.61, -0.71)  0.08
H (7.34, 0.36, -1.95)  0.10
H (7.72, -0.07, -0.29)  0.09
H (5.84, -1.79, -0.48)  0.13
H (3.43, -2.21, -0.14)  0.12
F (1.14, 2.15, 2.01)  0.13
C (2.40, 2.20, 2.44)  -0.15
C (3.16, 3.25, 2.10)  -0.14
F (2.63, 4.19, 1.35)  0.16
C (4.56, 3.35, 2.50)  0.00
C (5.04, 2.26, 3.34)  -0.12
C (4.28, 1.20, 3.64)  -0.13
F (4.77, 0.21, 4.37)  0.16
C (2.91, 1.08, 3.18)  0.00
C (2.20, -0.06, 3.39)  -0.10
C (0.84, -0.25, 2.99)  -0.11
N (-0.20, -0.63, 2.69)  0.19
C (2.75, -1.32, 3.82)  -0.16
N (2.93, -2.43, 4.04)  0.23
F (6.27, 2.31, 3.80)  0.18
C (5.37, 4.35, 2.07)  -0.10
C (4.93, 5.37, 1.16)  -0.15
N (4.64, 6.18, 0.39)  0.24
C (6.75, 4.47, 2.44)  -0.14
N (7.86, 4.63, 2.68)  0.25
C (-2.87, -4.03, 2.61)  -0.37
Te (-0.77, -3.70, 2.80)  1.54
C (-0.71, -5.79, 2.32)  -0.36
C (-1.95, -6.30, 3.01)  -0.31
C (-2.03, -7.59, 3.50)  -0.02
C (-3.18, -8.02, 4.16)  -0.06
C (-4.25, -7.15, 4.32)  -0.06
C (-4.17, -5.85, 3.82)  -0.03
C (-3.03, -5.43, 3.17)  -0.31
H (-3.12, -3.99, 1.55)  0.07
H (-3.45, -3.28, 3.15)  0.07
H (0.21, -6.22, 2.71)  0.07
H (-0.73, -5.91, 1.24)  0.07
H (-1.19, -8.27, 3.39)  0.12
H (-3.24, -9.02, 4.55)  0.11
H (-5.13, -7.47, 4.85)  0.11
H (-5.01, -5.17, 3.95)  0.12

* E_LUMO: -7.8 eV
* E: -106825.8745 eV
* frontier orbital gap: 5.3 eV
* molar mass: 1047.63 g mol⁻¹
* net charge: +2
* ΔE to the lowest compared entry with this formula, charge and spin: 5.2 kcal per mole

***

Density functional theory data (wB97M-V/def2-TZVPD) for a 2-piece molecular cluster, C4H12 overall at a distorted geometry.

Last column: natural (NBO) charge in e.
Element x y z (Å)
C (-0.03, -2.05, 0.52)  -0.61
C (-1.11, -1.80, 1.60)  -0.61
H (0.23, -3.10, 0.41)  0.20
H (-0.42, -1.67, -0.43)  0.20
H (0.89, -1.55, 0.80)  0.20
H (-2.09, -1.76, 1.12)  0.20
H (-1.11, -2.64, 2.29)  0.20
H (-0.98, -0.90, 2.17)  0.21
C (0.52, 1.37, -0.51)  -0.61
C (0.60, 2.48, -1.60)  -0.60
H (-0.45, 0.89, -0.43)  0.21
H (1.37, 0.71, -0.68)  0.20
H (0.88, 1.81, 0.43)  0.20
H (1.67, 2.62, -1.74)  0.20
H (0.04, 3.37, -1.34)  0.20
H (0.18, 2.12, -2.54)  0.20

* E_LUMO: 1.2 eV
* E: -4342.1832 eV
* frontier orbital gap: 12.7 eV
* molar mass: 60.14 g mol⁻¹
* net charge: 0
* ΔE to the lowest compared entry with this formula, charge and spin: 8.0 kcal per mole
* SMILES: CC.CC

***

What is the E in the first record?
-106825.8745 eV